{
  "formula": "C34H40LaN11O2S3",
  "method": "the ωB97M-V functional and the def2-TZVPD basis",
  "elements": ["La", "C", "C", "N", "C", "S", "N", "N", "C", "C", "C", "C", "C", "C", "C", "N", "H", "H", "H", "H", "H", "H", "H", "H", "H", "H", "H", "H", "H", "N", "C", "S", "N", "N", "C", "C", "C", "C", "C", "C", "C", "O", "H", "H", "H", "H", "H", "H", "H", "C", "C", "C", "N", "C", "S", "N", "C", "O", "C", "C", "C", "C", "C", "C", "H", "H", "H", "H", "H", "H", "H", "H", "H", "H", "H", "H", "H", "H", "N", "C", "C", "C", "C", "C", "N", "H", "H", "H", "H", "H", "H"],
  "positions_angstrom": [[-0.027265, 0.068453, -0.063834], [4.944783, -1.821937, 3.226356], [4.036763, -2.720904, 2.384117], [2.642982, -2.565199, 2.715135], [1.881299, -1.527646, 2.321633], [2.554972, -0.348228, 1.278833], [0.688155, -1.444562, 2.887389], [-0.154051, -0.495115, 2.448985], [-1.143051, -0.140562, 3.224739], [-1.356788, -0.758176, 4.579124], [-1.983761, 0.962498, 2.780401], [-3.088601, 1.388991, 3.532266], [-3.800012, 2.501355, 3.132145], [-3.399042, 3.168406, 1.983313], [-2.305582, 2.677378, 1.286840], [-1.611953, 1.612059, 1.656374], [5.984260, -2.025192, 2.981669], [4.786616, -1.997525, 4.290031], [4.731869, -0.778344, 3.008205], [4.302198, -3.767919, 2.540095], [4.158408, -2.468048, 1.326566], [2.223152, -3.207157, 3.371908], [-0.546303, -1.460095, 4.762062], [-2.302733, -1.297615, 4.620796], [-1.354879, 0.007274, 5.354501], [-3.389304, 0.839945, 4.407558], [-4.652266, 2.843972, 3.699977], [-3.925149, 4.044207, 1.636011], [-1.968099, 3.171180, 0.384655], [3.169397, -1.402929, -3.042081], [1.985771, -1.004078, -2.525370], [1.231980, -2.116362, -1.440737], [1.493731, 0.127470, -2.958161], [0.292528, 0.522966, -2.438270], [-0.370888, 1.391682, -3.132507], [-1.690975, 1.860125, -2.823848], [-2.284588, 2.774190, -3.702798], [-3.595649, 3.168400, -3.569758], [-4.360606, 2.657950, -2.526290], [-3.806362, 1.772527, -1.634379], [-2.461495, 1.347023, -1.734948], [-2.002141, 0.497979, -0.872722], [3.537740, -2.294934, -2.768170], [3.693097, -0.786375, -3.635401], [0.062046, 1.753176, -4.071601], [-1.689123, 3.161697, -4.518204], [-4.031779, 3.851806, -4.280351], [-5.399741, 2.944292, -2.423174], [-4.397612, 1.379972, -0.817958], [-4.120455, -0.576406, -4.333781], [-3.956034, -2.017116, -3.861739], [-3.074919, -2.130656, -2.623453], [-3.793106, -1.647400, -1.463492], [-3.254943, -1.672045, -0.245483], [-1.859609, -2.506178, 0.123110], [-3.915563, -1.075276, 0.807465], [-5.166680, -0.515615, 0.943152], [-5.400681, 0.186991, 1.904960], [-6.221098, -0.874051, -0.044253], [-7.089679, 0.114788, -0.495120], [-8.152864, -0.216032, -1.316897], [-8.369359, -1.537749, -1.673075], [-7.512754, -2.527096, -1.217075], [-6.439956, -2.202724, -0.405285], [-4.747814, -0.539068, -5.220253], [-3.153766, -0.142546, -4.576953], [-4.579491, 0.053082, -3.574422], [-3.501641, -2.606542, -4.659313], [-4.934193, -2.450334, -3.637974], [-2.145925, -1.555863, -2.752878], [-2.796759, -3.170628, -2.429740], [-4.509832, -0.958026, -1.649293], [-3.315707, -0.936286, 1.618082], [-6.928940, 1.137557, -0.188311], [-8.825675, 0.556800, -1.655852], [-9.213507, -1.797362, -2.296862], [-7.687165, -3.560568, -1.478628], [-5.785207, -2.975563, -0.031914], [1.103117, 2.571541, 2.341489], [1.658406, 3.090767, 1.214276], [2.422278, 4.270073, 1.285641], [2.962117, 4.795089, 0.135990], [2.740950, 4.127883, -1.065279], [1.980939, 2.976719, -1.048770], [1.423268, 2.462464, 0.051405], [1.419781, 2.949193, 3.219933], [0.906153, 1.577168, 2.331567], [2.589726, 4.727993, 2.249087], [3.567862, 5.689783, 0.172834], [3.167341, 4.486227, -1.987634], [1.828042, 2.419767, -1.963108]],
  "atomic_forces_ev_per_a": [[1.633, -0.780, 1.513], [-0.147, -0.164, -0.137], [0.375, 0.230, -0.019], [-0.421, -0.254, 0.115], [0.113, 0.678, -0.090], [0.590, 0.387, 0.053], [-0.633, -1.021, 0.700], [-0.112, 0.576, 0.919], [0.990, -0.970, 0.111], [0.174, -0.044, -0.263], [-0.462, 0.857, -0.148], [0.419, -0.203, -0.163], [0.200, 0.162, -0.329], [-0.061, -0.084, 0.260], [-0.046, 0.093, -0.104], [-0.200, -0.263, 0.386], [0.166, 0.013, 0.034], [0.037, -0.044, 0.055], [0.011, 0.049, 0.020], [-0.064, 0.008, -0.100], [0.054, -0.198, 0.122], [-0.057, 0.152, -0.067], [-0.102, 0.040, 0.030], [-0.112, -0.005, 0.047], [-0.076, 0.041, 0.057], [-0.007, -0.083, 0.124], [-0.068, -0.027, 0.023], [0.020, 0.062, -0.077], [-0.003, 0.039, -0.096], [0.184, 0.159, -0.086], [-0.510, -0.468, 0.282], [-0.170, -0.467, -0.259], [0.704, 0.849, -0.723], [-0.452, 0.330, -1.200], [0.902, -0.601, -0.117], [-0.638, -0.012, 0.540], [0.039, -0.114, 0.092], [-0.124, 0.154, -0.138], [-0.027, 0.039, -0.056], [0.188, -0.071, 0.132], [-0.757, 0.492, -0.697], [-1.375, 0.642, -0.995], [0.016, 0.133, 0.045], [-0.008, 0.024, -0.089], [0.083, -0.119, 0.126], [0.059, 0.002, -0.099], [-0.031, 0.120, -0.067], [-0.027, 0.037, 0.013], [0.011, -0.008, 0.129], [-0.073, -0.228, -0.008], [0.113, 0.158, 0.109], [0.220, -0.364, -0.378], [0.208, 0.523, 0.537], [-0.449, -0.476, -0.299], [0.361, -0.299, 0.175], [0.142, 0.177, 0.247], [-0.113, 0.096, 0.106], [-0.119, -0.013, -0.169], [-0.403, -0.085, -0.015], [0.141, -0.046, 0.057], [-0.026, 0.027, 0.006], [-0.022, 0.047, -0.058], [0.031, -0.134, 0.059], [-0.071, 0.188, 0.088], [-0.073, 0.071, -0.111], [0.113, 0.095, -0.024], [-0.060, 0.101, 0.028], [-0.029, -0.062, 0.038], [-0.020, -0.119, -0.068], [-0.069, -0.120, 0.072], [0.038, 0.154, -0.069], [0.001, -0.083, 0.063], [-0.195, -0.116, -0.194], [0.014, 0.096, 0.062], [-0.053, 0.061, -0.068], [-0.011, -0.015, -0.037], [-0.023, -0.061, -0.031], [0.070, -0.087, 0.007], [-0.080, 0.056, 0.125], [0.048, 0.160, 0.031], [0.033, 0.017, -0.115], [-0.156, -0.263, 0.176], [-0.006, -0.075, -0.098], [0.257, 0.278, -0.304], [-0.169, -0.050, 0.248], [0.028, -0.156, -0.081], [0.148, 0.100, 0.180], [0.004, 0.058, 0.066], [-0.005, 0.050, 0.002], [0.004, -0.016, -0.119], [-0.024, -0.013, -0.040]],
  "e_homo_ha": -0.2546,
  "e_lumo_ev": -0.07,
  "total_energy_ev": -89764.400,
  "de_lowest_kj_mol": 83.1
}

=====

{
  "formula": "C8H5NO5S",
  "method": "the ωB97M-V functional and the def2-TZVPD basis",
  "elements": ["C", "C", "C", "C", "C", "C", "C", "C", "N", "O", "O", "O", "O", "O", "S", "H", "H", "H", "H", "H"],
  "positions_angstrom": [[0.111792, 1.674292, -0.807231], [1.476184, 1.711824, -0.603651], [-0.057378, -1.274547, 1.799731], [-2.282589, 1.214849, 0.140165], [-1.217742, -0.083984, -1.899479], [1.326368, -1.943541, 1.546263], [1.336709, -0.983493, 0.318205], [-0.935164, 0.723578, -0.518375], [0.026636, -0.503647, 0.735961], [-2.498773, 2.373463, -0.218078], [-0.852940, -1.264606, -1.785375], [-0.695137, -1.410106, 2.821337], [-2.914735, 0.406794, 0.791632], [-1.686375, 0.553019, -2.823379], [2.387234, 0.438787, 0.312910], [-0.384211, 2.417564, -1.451397], [2.190572, 2.377462, -1.060837], [2.019389, -1.765449, 2.339221], [1.329153, -3.000461, 1.024190], [1.321007, -1.661797, -0.661813]],
  "atomic_forces_ev_per_a": [[2.251, 1.203, -0.359], [-2.288, -1.850, 0.352], [1.227, -1.233, 1.562], [1.187, -0.310, -0.442], [1.007, -1.469, 1.896], [-0.293, -1.122, -2.662], [-1.270, -1.481, -1.566], [0.886, -1.993, 1.461], [-1.819, 1.953, -3.260], [-0.525, 1.301, -0.115], [-0.144, -0.302, -0.689], [-1.155, 0.176, 0.115], [-0.655, -0.618, 0.663], [-0.473, 0.892, -0.723], [1.195, 0.875, -0.295], [0.606, 0.034, 0.260], [-0.372, 0.411, -0.087], [0.623, -0.203, 0.442], [-0.047, 1.680, 1.834], [0.056, 2.055, 1.613]],
  "e_homo_ha": -0.0382,
  "e_lumo_ev": 5.08,
  "total_charge": -2,
  "total_energy_ev": -30937.413,
  "de_lowest_kj_mol": 0.0
}